Molecular formula: C42H30AuCl4N4O4S2
Method: DFT, ωB97M-V/def2-TZVPD

Geometry as XYZ:
```
87
Properties=species:S:1:pos:R:3:forces:R:3
Au 1.871 0.187 -2.357 0.0 1.3 -0.4
Cl 5.110 6.205 -2.456 0.0 0.0 0.0
C 4.792 4.535 -2.317 -0.4 0.0 0.0
C 5.845 3.645 -1.941 0.0 -0.4 0.0
Cl 7.386 4.281 -1.575 0.0 0.0 0.0
C 5.622 2.290 -1.880 0.3 0.3 0.0
Cl 6.874 1.201 -1.451 0.0 -0.1 0.0
C 4.344 1.747 -2.179 -0.1 0.2 -0.1
O 4.125 0.498 -2.223 -0.4 -0.2 0.2
C 3.250 2.673 -2.450 0.1 -0.1 0.1
O 2.063 2.216 -2.594 -0.1 -0.1 -0.2
C 3.525 4.055 -2.555 0.1 0.3 0.0
Cl 2.230 5.096 -2.972 0.0 0.0 0.0
C -7.186 0.727 -1.770 0.0 0.0 0.0
C -5.687 0.666 -1.697 0.0 0.0 0.0
C -5.014 1.147 -0.576 0.0 0.0 0.0
C -3.635 1.066 -0.490 0.1 0.0 0.0
C -2.924 0.495 -1.537 0.3 0.2 0.2
C -3.562 0.035 -2.675 0.0 0.0 -0.1
C -4.942 0.123 -2.743 0.0 0.0 0.0
S -1.158 0.351 -1.269 -0.9 -0.4 0.2
O -0.484 0.391 -2.623 0.4 0.0 -0.4
C -1.137 -1.391 -0.824 0.2 0.1 0.5
C -1.245 -2.350 -1.846 0.0 0.0 -0.2
C -1.149 -3.672 -1.540 0.0 0.0 -0.1
C -0.891 -4.088 -0.212 0.0 0.1 0.3
C -0.731 -5.453 0.118 0.0 -0.1 0.0
C -0.483 -5.839 1.405 0.0 -0.1 -0.1
C -0.371 -4.876 2.426 0.0 0.1 0.0
C -0.517 -3.547 2.140 0.0 -0.1 0.1
C -0.787 -3.119 0.819 0.0 -0.1 -0.2
C -0.942 -1.738 0.492 0.0 0.3 -0.3
C -0.971 -0.734 1.599 0.2 0.2 0.0
C -2.121 -0.729 2.449 0.1 0.1 0.1
C -3.276 -1.489 2.142 -0.1 0.0 0.0
C -4.376 -1.436 2.950 0.0 -0.1 -0.1
C -4.371 -0.639 4.111 0.0 0.1 0.1
C -3.277 0.115 4.426 -0.1 0.0 0.1
C -2.130 0.104 3.598 0.0 -0.2 -0.2
C -0.997 0.903 3.878 0.1 0.1 0.1
C 0.058 0.950 3.018 0.0 0.0 0.2
C 0.054 0.152 1.857 -0.1 -0.3 -0.5
S 1.382 0.332 0.616 -0.4 0.4 1.1
O 2.621 -0.276 1.137 0.4 -0.4 -0.1
C 1.581 2.112 0.829 -0.1 0.0 -0.3
C 2.845 2.600 1.101 0.1 -0.3 0.1
C 3.040 3.970 1.219 0.0 0.1 -0.1
C 1.990 4.862 1.039 0.0 0.0 0.0
C 2.194 6.345 1.166 0.0 -0.1 0.1
C 0.723 4.348 0.760 0.0 0.0 0.0
C 0.514 2.986 0.650 0.1 0.0 0.0
H -7.569 1.586 -1.222 0.0 0.0 0.0
H -7.621 -0.170 -1.325 0.0 0.0 0.0
H -7.529 0.786 -2.802 0.0 0.0 0.0
H -5.572 1.595 0.237 0.0 0.0 0.0
H -3.108 1.442 0.380 0.0 0.0 0.0
H -2.987 -0.365 -3.500 0.0 0.0 0.0
H -5.452 -0.238 -3.628 0.0 0.0 0.0
H -1.389 -2.013 -2.864 0.0 -0.1 0.0
H -1.253 -4.419 -2.317 0.0 0.0 0.0
H -0.820 -6.190 -0.673 0.0 0.0 0.0
H -0.369 -6.887 1.649 0.0 0.0 0.0
H -0.171 -5.193 3.440 0.0 0.0 0.0
H -0.412 -2.807 2.922 0.0 0.0 0.0
H -3.285 -2.096 1.246 0.0 0.0 0.0
H -5.260 -2.008 2.697 0.0 0.0 0.0
H -5.244 -0.626 4.750 0.0 0.0 0.0
H -3.277 0.740 5.310 0.0 0.0 0.0
H -0.991 1.505 4.779 0.0 0.0 0.0
H 0.915 1.578 3.222 -0.1 0.0 0.0
H 3.663 1.902 1.243 0.0 0.0 0.0
H 4.028 4.351 1.453 0.0 0.0 0.0
H 3.229 6.623 0.970 0.0 0.0 0.0
H 1.946 6.664 2.180 0.0 0.1 0.0
H 1.547 6.887 0.478 0.0 0.0 0.0
H -0.111 5.026 0.629 0.0 0.0 0.0
H -0.474 2.604 0.448 -0.1 0.0 0.0
N 4.937 -3.768 -1.663 0.1 -0.1 0.0
C 3.826 -4.512 -1.644 0.0 0.4 0.0
N 3.916 -5.839 -1.545 0.1 -0.1 0.0
N 2.616 -4.001 -1.725 -0.5 -0.7 0.1
C 2.256 -2.796 -1.906 -0.1 0.5 -0.1
N 1.762 -1.759 -2.097 0.5 -1.2 0.1
H 5.852 -4.176 -1.583 0.0 0.0 0.0
H 4.873 -2.764 -1.692 0.0 0.0 0.0
H 4.794 -6.323 -1.491 0.0 0.0 0.0
H 3.064 -6.372 -1.549 0.0 0.0 0.0
```
Forces are in eV/Å.

Properties
- Multiplicity: 3
- Charge: +1
- E: -4911.08087 a.u.
- Gap between HOMO and LUMO (alpha / beta): 8.273 / 6.187 eV
- E_HOMO (alpha / beta): -0.382 / -0.387 Eh
- Strongest force on any atom: 1.322 eV Å⁻¹
- ΔE to the lowest compared entry with this formula, charge and spin: 0.00 kJ/mol